C48H124As5F30N7O7 | the ωB97M-V functional and the def2-TZVPD basis

Values from the calculation:
Charge: +2
Orbital gap in hartree: 0.32533
Highest occupied orbital energy in eV: -12.44

```
221
Properties=species:S:1:pos:R:3:forces:R:3:mulliken_charge:R:1
C 0.085 2.847 3.772 -1.22 0.19 0.31 0.0996
C -0.181 4.233 3.192 0.61 -0.13 -0.18 0.0563
N -1.183 5.142 3.917 1.31 -0.74 1.38 0.3260
C -0.605 5.236 5.380 -0.02 0.44 -1.56 -0.9640
C -1.017 6.545 3.223 -1.18 0.25 0.05 -0.0595
C -1.858 7.662 3.824 -0.55 -0.16 0.91 -1.4599
C -2.628 4.588 4.033 0.89 0.98 1.71 -1.2558
C -3.471 4.614 2.824 0.13 0.78 -0.96 -0.8318
O -2.917 3.850 1.803 0.30 -1.19 1.03 0.3078
C -3.674 3.864 0.637 0.49 1.68 -1.70 -0.7810
H -0.899 2.409 3.940 0.10 -0.83 -0.54 0.1661
H 0.558 2.722 4.746 0.37 0.70 -0.03 0.4403
H 0.707 2.322 3.047 -0.47 -0.19 0.09 -0.8215
H -0.517 4.137 2.159 -0.07 0.11 0.09 -0.1857
H 0.775 4.757 3.177 -0.24 0.43 -0.13 0.4546
H -0.526 4.276 5.892 -0.63 -0.03 -0.35 0.3177
H -1.171 5.976 5.946 0.13 -0.15 -0.10 0.4229
H 0.426 5.540 5.198 -0.11 0.37 0.30 0.3860
H -1.409 6.450 2.210 0.51 -0.53 -0.10 0.2297
H 0.040 6.803 3.162 -0.07 -0.49 0.15 0.5079
H -1.773 8.629 3.327 0.24 -0.39 -0.62 0.4318
H -1.680 7.944 4.861 0.30 -0.42 0.19 0.3222
H -2.902 7.355 3.764 -0.16 0.29 -0.01 0.2648
H -3.019 5.277 4.782 -0.52 0.24 -0.25 0.6348
H -2.702 3.654 4.589 0.97 -0.37 -0.42 0.6878
H -3.516 5.660 2.521 -0.33 0.25 -0.42 0.4583
H -4.492 4.303 3.043 -0.17 -0.08 0.33 0.4415
H -3.805 4.913 0.370 -0.33 0.31 -0.17 0.4761
H -4.676 3.435 0.626 0.08 -0.61 0.54 0.2382
H -3.027 3.536 -0.176 -0.24 -0.56 0.08 -0.1783
C -4.476 -3.099 5.639 -0.23 0.35 0.67 -1.3486
C -4.229 -1.636 6.092 -0.10 0.49 0.46 -0.1585
N -5.367 -0.862 6.851 -0.13 -1.22 -0.47 0.3715
C -5.804 -1.592 8.187 0.49 1.50 -1.39 -1.0734
C -4.880 0.616 7.141 -0.57 -1.47 1.31 -0.2852
C -3.861 0.743 8.294 0.16 0.12 -1.05 -1.1884
C -6.605 -0.832 5.920 0.55 1.61 0.49 -0.7682
C -6.508 0.312 4.893 -0.19 -0.07 -0.43 -0.6811
O -5.492 0.114 3.933 0.06 0.59 -0.94 -0.2013
C -5.367 1.259 3.044 0.89 -0.30 -0.02 -0.2978
H -3.643 -3.502 5.064 0.40 0.53 0.20 0.3293
H -5.325 -3.269 4.976 -0.19 0.43 0.13 0.3256
H -4.586 -3.756 6.502 -0.06 -0.02 0.03 0.3900
H -4.019 -0.969 5.256 0.11 -0.29 -0.04 0.1978
H -3.440 -1.524 6.836 0.43 -0.55 -0.38 0.4199
H -4.948 -1.706 8.851 -0.03 -0.44 -0.44 0.3541
H -6.314 -2.515 7.908 0.25 0.10 0.13 0.3882
H -6.476 -0.890 8.681 -0.22 -0.18 -0.08 0.4376
H -5.816 1.094 7.431 0.11 0.28 -0.29 0.5113
H -4.415 1.033 6.248 -0.51 -0.26 -0.11 0.0900
H -2.890 0.762 7.800 0.29 -0.50 0.53 0.3775
H -3.935 -0.008 9.080 0.14 0.19 -0.17 0.2358
H -3.945 1.735 8.738 -0.31 -0.07 0.08 0.4031
H -7.416 -0.597 6.610 -0.27 0.04 -0.27 0.4829
H -6.820 -1.786 5.439 0.50 -0.02 0.27 0.3684
H -6.325 1.277 5.367 -0.29 0.01 0.23 0.3926
H -7.459 0.400 4.368 -0.35 -0.15 0.17 0.5102
H -6.125 1.456 2.286 -0.98 -0.45 0.61 0.3282
H -4.504 1.138 2.389 0.42 -0.44 0.53 -0.1470
H -5.195 2.165 3.626 -0.15 0.10 0.16 0.2385
C -2.036 0.408 0.240 -0.32 -0.12 -1.42 -1.5895
C -0.774 -0.398 -0.148 -0.55 0.71 -0.02 0.8251
N 0.449 0.472 -0.639 -0.75 -1.03 1.31 0.7333
C 0.964 1.244 0.635 0.43 -0.32 -1.64 -0.8398
C 1.556 -0.531 -1.143 -0.94 -0.06 1.60 0.3814
C 1.988 -1.483 0.023 0.22 0.33 -1.20 -0.9959
C 0.063 1.539 -1.740 -0.20 -1.71 0.60 1.2531
C -0.249 0.872 -3.108 0.86 1.23 1.49 0.2608
O 0.958 0.492 -3.710 0.47 -0.10 -1.16 0.3986
C 1.583 1.509 -4.529 -0.33 0.31 -0.15 -0.7863
H -2.779 -0.250 0.690 0.51 -0.04 0.98 0.5853
H -2.621 0.601 -0.659 0.31 0.44 -0.57 0.1505
H -1.934 1.391 0.698 0.24 -0.37 0.56 0.1401
H -1.116 -1.123 -0.886 0.53 0.37 -0.56 -0.3345
H -0.498 -1.059 0.674 0.64 0.63 0.17 0.2862
H 1.040 0.634 1.535 -0.51 -0.42 -0.41 0.2319
H 0.362 2.135 0.816 -0.07 -0.16 -0.36 -0.0008
H 1.979 1.528 0.356 -0.16 0.34 0.00 0.3443
H 2.352 0.097 -1.545 0.01 -0.19 0.20 0.2656
H 1.099 -1.136 -1.926 -0.04 0.31 -0.02 0.1419
H 2.421 -0.914 0.846 -0.18 -0.35 0.02 -0.6669
H 2.752 -2.149 -0.380 0.46 0.29 -0.12 0.6664
H 1.235 -2.213 0.319 -0.35 0.57 0.23 0.2548
H 0.930 2.198 -1.791 -0.28 0.29 -0.01 -0.3807
H -0.847 1.989 -1.344 0.35 0.50 -0.07 -0.7559
H -0.764 1.630 -3.698 -0.27 0.00 -0.13 0.7582
H -0.888 0.011 -2.911 0.04 -0.27 -0.39 -1.3111
H 0.911 1.929 -5.278 -0.46 -0.46 -0.23 0.2307
H 2.431 1.060 -5.046 -0.07 -0.10 0.24 0.2020
H 1.899 2.418 -4.017 0.23 -0.30 0.76 0.1840
C 4.304 -3.134 -4.514 -0.64 -1.91 -0.22 -1.2724
C 3.513 -3.943 -5.591 -0.48 2.15 -0.19 -0.3380
N 2.713 -2.996 -6.545 -0.25 0.46 -1.10 0.2769
C 3.704 -2.017 -7.217 -0.39 -0.07 0.11 -0.8373
C 2.136 -3.880 -7.705 0.24 -1.50 2.13 -0.3707
C 1.368 -5.138 -7.190 -0.96 -0.42 -0.05 -1.2937
C 1.522 -2.305 -5.790 -0.67 -0.11 -0.47 -0.4551
C 0.453 -1.516 -6.667 1.34 0.19 -0.80 0.7610
O 1.155 -0.510 -7.361 1.33 0.53 -0.86 -0.2984
C 0.553 0.326 -8.366 -0.38 0.41 0.72 -0.7926
H 4.787 -3.924 -3.939 0.20 -0.06 0.13 0.5147
H 3.612 -2.696 -3.795 0.23 0.59 -0.28 0.2855
H 5.126 -2.519 -4.881 -0.52 0.29 -0.06 0.3337
H 2.726 -4.572 -5.176 0.42 -0.08 0.27 0.3131
H 4.166 -4.498 -6.264 -0.01 -0.08 0.17 0.4262
H 3.833 -1.121 -6.609 -0.27 -0.15 -0.05 0.2838
H 3.363 -1.762 -8.220 -0.41 0.15 0.37 0.3118
H 4.686 -2.463 -7.373 -0.15 -0.48 0.40 0.4256
H 3.039 -4.332 -8.117 -0.07 0.65 -0.74 0.5605
H 1.535 -3.262 -8.372 0.42 -0.06 0.07 0.4820
H 0.860 -5.674 -7.992 0.20 0.46 -0.67 0.4522
H 0.535 -5.040 -6.495 0.07 0.89 0.20 0.2114
H 1.931 -5.964 -6.756 0.80 0.48 0.01 0.3774
H 1.867 -1.663 -4.979 0.45 0.16 -0.37 0.3329
H 1.040 -3.149 -5.296 -0.26 0.10 -0.08 -0.2719
H -0.318 -1.012 -6.084 0.01 -0.63 0.68 -1.0826
H -0.004 -2.156 -7.421 -0.38 -0.43 0.24 0.8635
H 0.039 -0.178 -9.185 -0.05 -0.55 0.19 0.3504
H 1.288 0.983 -8.832 0.58 -0.51 0.26 0.3207
H -0.117 1.053 -7.907 -0.46 -0.20 0.21 0.1857
C 7.576 2.656 4.484 -0.50 -0.92 -0.35 -1.3053
C 7.132 1.200 4.101 -0.13 0.49 -0.45 -0.2345
N 5.627 0.837 4.178 -0.24 -0.10 1.58 0.4422
C 5.122 1.270 5.584 -0.09 0.33 -1.50 -1.1412
C 4.894 1.656 3.037 -0.68 -1.43 1.08 -0.8195
C 3.364 1.416 2.990 0.37 -0.34 -0.96 -0.1964
C 5.410 -0.748 4.134 1.12 0.13 -1.11 -1.0425
C 5.566 -1.465 2.749 0.01 1.50 0.26 0.4023
O 6.740 -1.098 2.028 0.00 0.49 1.81 -0.3247
C 6.707 -1.641 0.753 -1.32 -0.69 -1.05 -0.5525
H 7.531 2.863 5.553 -0.17 -0.03 -0.07 0.3381
H 7.064 3.427 3.908 -0.16 -0.07 0.14 0.3333
H 8.622 2.740 4.190 0.03 -0.18 0.02 0.4509
H 7.679 0.491 4.723 -0.19 -0.10 -0.09 0.4549
H 7.351 1.026 3.048 0.30 -0.13 0.15 0.2926
H 4.069 0.994 5.652 0.23 -0.23 0.20 0.3671
H 5.176 2.358 5.632 0.08 -0.06 -0.11 0.4187
H 5.748 0.870 6.381 -0.11 -0.33 -0.28 0.3607
H 5.385 1.328 2.122 -0.22 -0.01 0.09 0.1086
H 5.114 2.714 3.178 0.14 -0.22 0.27 0.5070
H 3.041 1.986 2.119 0.02 0.50 0.22 -0.0452
H 2.705 1.623 3.833 0.63 0.43 0.29 0.4486
H 3.054 0.420 2.674 0.61 -0.32 0.22 -0.2114
H 4.456 -1.040 4.574 -0.36 0.63 -0.38 0.4252
H 6.117 -1.259 4.788 0.51 0.88 0.28 0.4820
H 4.684 -1.204 2.165 -0.10 -0.18 -0.35 -0.5035
H 5.581 -2.535 2.955 -0.19 -0.18 0.08 0.6356
H 6.610 -2.726 0.791 0.59 -0.45 0.15 0.3530
H 7.522 -1.339 0.095 0.01 0.19 0.53 0.2651
H 5.749 -1.366 0.313 0.03 0.45 -0.58 -0.0332
C 1.686 -7.653 -2.047 0.10 0.26 -0.48 -1.3880
C 0.946 -8.365 -0.914 0.11 1.62 -1.00 0.2920
C 1.271 -7.731 0.445 -0.91 0.23 0.87 -0.8681
O 0.840 -6.361 0.508 0.70 -1.46 -0.89 -0.1539
C 1.457 -5.606 1.566 -0.86 0.00 -0.72 -0.3280
N -0.571 -8.121 -1.207 0.64 -0.67 0.86 -0.2080
H -0.905 -8.300 -2.143 0.44 0.00 -0.67 0.3561
H -1.204 -8.641 -0.617 0.00 -0.46 0.56 0.3882
H -0.771 -7.153 -1.000 0.02 1.13 -0.06 0.2099
H 1.419 -6.604 -2.181 -0.16 0.07 0.42 0.2413
H 1.498 -8.108 -3.019 -0.05 -0.31 0.04 0.4236
H 2.764 -7.690 -1.888 -0.05 -0.12 0.16 0.4345
H 1.219 -9.417 -1.003 -0.61 -0.08 0.52 0.3089
H 2.316 -7.868 0.723 0.36 0.23 -0.61 0.5239
H 0.772 -8.275 1.247 -0.42 -0.28 0.11 0.4046
H 1.010 -5.914 2.511 0.26 0.16 0.19 0.3044
H 1.161 -4.590 1.307 0.24 0.07 0.50 -0.2563
H 2.541 -5.724 1.545 0.02 0.00 0.10 0.3877
C -3.986 -0.452 -3.774 0.26 -0.52 0.65 -1.1944
C -3.893 0.579 -4.838 -0.91 0.93 -1.69 1.4855
C -3.383 -0.027 -6.164 0.43 1.90 1.50 -0.2734
O -3.470 0.989 -7.165 0.51 -1.89 0.32 -0.2712
C -3.196 0.370 -8.407 -0.71 0.07 -1.54 -0.8398
N -5.311 1.148 -5.133 0.01 -0.93 0.15 -0.0885
H -5.861 0.346 -5.404 -0.57 -0.31 0.11 0.3775
H -5.733 1.592 -4.330 0.01 0.09 0.52 0.3782
H -5.435 1.810 -5.886 1.01 0.63 -0.56 0.3482
H -2.982 -0.839 -3.597 0.08 0.20 0.27 -0.3067
H -4.523 -1.359 -4.050 -0.37 0.13 -0.23 0.4290
H -4.399 -0.063 -2.843 0.12 -0.01 0.06 0.5060
H -3.350 1.486 -4.574 0.39 -0.20 0.05 -0.8718
H -3.850 -0.989 -6.376 -0.45 0.06 -0.43 0.5436
H -2.349 -0.235 -5.891 0.37 -0.19 -0.44 -0.1514
H -3.037 1.115 -9.186 -0.14 0.27 0.32 0.3124
H -4.047 -0.239 -8.710 -0.39 0.04 -0.08 0.3865
H -2.369 -0.331 -8.521 0.57 0.17 1.00 0.2320
As -1.432 -3.982 -2.953 -2.10 -0.73 -0.06 2.0552
F 0.067 -4.643 -3.768 -1.40 0.62 1.28 -0.4627
F -1.592 -5.416 -1.879 0.65 0.72 -0.69 -0.5881
F -2.983 -3.340 -2.254 1.80 -0.52 -0.68 -0.4880
F -1.359 -2.612 -4.038 0.24 -0.36 0.49 -0.4849
F -2.465 -4.890 -4.157 1.55 1.04 1.27 -0.5481
F -0.546 -3.125 -1.650 -0.44 -1.06 -1.66 -0.5073
As -2.752 4.653 -4.776 2.40 1.09 -1.46 1.9696
F -2.885 5.705 -6.209 -0.17 -0.39 1.65 -0.4946
F -2.037 3.483 -5.970 -0.73 0.08 1.58 -0.5346
F -2.614 3.414 -3.426 -0.46 0.91 -1.44 -0.5163
F -3.364 5.866 -3.635 0.15 -1.51 -1.18 -0.4677
F -4.403 4.023 -5.252 1.11 0.04 1.13 -0.5295
F -1.043 5.240 -4.480 -2.59 -1.02 -0.15 -0.4815
As 0.065 -1.743 4.253 0.43 -1.08 -0.59 2.1498
F 1.096 -0.497 3.551 -0.52 -0.03 0.38 -0.5296
F -0.082 -2.446 2.594 -0.05 0.43 1.34 -0.4661
F -0.923 -3.071 4.920 0.65 1.10 -0.54 -0.5320
F 0.185 -1.015 5.860 0.01 -0.41 -0.97 -0.5451
F -1.354 -0.769 3.928 0.24 -0.27 0.19 -0.4517
F 1.549 -2.678 4.477 -0.96 0.37 0.17 -0.5169
As 0.672 5.617 -0.887 2.19 0.49 -2.73 1.8833
F -0.944 4.801 -0.902 1.28 0.98 0.73 -0.4249
F 1.346 4.299 0.094 -0.97 0.53 0.22 -0.4736
F 2.386 6.285 -0.893 -2.42 -0.61 0.27 -0.5151
F 0.195 6.852 -2.065 -0.10 -0.74 1.91 -0.4559
F 0.277 6.645 0.585 0.10 -1.43 -1.56 -0.5023
F 1.070 4.639 -2.362 -0.26 0.36 1.63 -0.5212
As 5.097 1.763 -0.798 0.02 1.45 -0.31 1.9298
F 5.971 2.988 -1.739 -0.84 -1.56 0.60 -0.4841
F 4.925 2.989 0.488 -0.20 -1.13 -0.58 -0.4785
F 4.049 0.604 0.206 1.54 0.88 -0.79 -0.0966
F 5.357 0.472 -2.003 -0.56 1.10 1.02 -0.4881
F 6.633 1.268 -0.003 -1.58 0.04 -0.43 -0.5131
F 3.525 2.313 -1.510 1.62 -0.96 0.53 -0.4650
```
Positions in Å, forces in eV/Å.